#P
Computed, not measured: one molecule with the formula C4H7NOS2, with the ωB97M-V functional and the def2-TZVPD basis.

Each line ends with the natural charge from an NBO analysis.
Element x y z (Å)
C -0.29 -0.82 1.24  -0.31
C -0.36 -0.07 0.16  -0.17
C -1.60 0.13 -0.61  -0.11
O -2.63 -0.87 -0.66  -0.69
C 0.59 1.05 -0.05  0.11
S 0.08 2.64 -0.19  -0.09
N 1.96 0.74 -0.02  -0.77
S 2.48 -0.74 -0.70  0.21
H 0.56 -0.81 2.10  0.21
H -1.06 -1.55 1.43  0.21
H -1.26 0.40 -1.65  0.17
H -2.07 1.17 -0.30  0.23
H -2.11 -1.51 -1.33  0.46
H 2.76 1.50 0.15  0.44
H 2.95 -1.26 0.42  0.10

Values from the calculation:
**HOMO-LUMO gap**: 8.5 eV
**HOMO energy**: -8.69 eV
**SMILES**: C=C(CO)C(=S)NS

#Q
Computed, not measured: one molecule with the formula C4H7NOS2, with the ωB97M-V functional and the def2-TZVPD basis.

Each line ends with the natural charge from an NBO analysis.
Element x y z (Å)
C -1.92 -0.64 1.40  -0.70
S -0.89 -0.91 -0.19  0.15
C 0.28 0.49 0.05  -0.07
N -0.20 1.74 -0.29  -0.07
O -1.51 2.03 -0.35  -0.51
C 1.62 0.18 -0.12  -0.10
C 1.90 -0.83 -1.23  -0.66
S 2.85 0.57 0.93  0.06
H -2.67 0.22 1.45  0.25
H -2.34 -1.58 1.46  0.21
H -1.01 -0.80 2.13  0.24
H -1.58 3.07 -0.82  0.50
H 2.92 -1.12 -1.23  0.24
H 1.11 -1.81 -1.08  0.24
H 1.44 -0.61 -2.13  0.23

Values from the calculation:
**HOMO-LUMO gap**: 7.8 eV
**HOMO energy**: -8.61 eV
**SMILES**: CS/C(=N\O)C(C)=S

The winner here is #P, beating the second structure by 57.3 kcal/mol.

#P
Computed, not measured: C5H10N2 as an isolated structure, with the ωB97M-V functional and the def2-TZVPD basis.

Each line ends with the natural charge from an NBO analysis.
Element x y z (Å)
C 1.01 -0.29 -0.47  -0.01
C 0.72 1.28 -0.32  -0.24
C -1.00 0.11 0.60  -0.09
C -1.86 -1.01 -0.11  -0.40
C -0.53 -0.66 -0.71  -0.29
H 2.04 -0.50 1.56  0.37
H 1.83 -1.99 0.26  0.39
H 1.42 -0.34 -1.56  0.18
H 1.37 1.43 0.58  0.19
H 1.01 1.85 -1.31  0.22
H -1.16 2.04 0.84  0.40
H -0.98 -0.15 1.78  0.18
H -2.57 -0.73 -0.93  0.24
H -1.82 -1.83 0.57  0.23
H -0.70 0.32 -1.31  0.21
N 1.88 -0.89 0.36  -0.86
N -0.65 1.35 0.18  -0.69

Values from the calculation:
**HOMO-LUMO gap**: 8.6 eV
**HOMO energy**: -7.59 eV

#Q
Computed, not measured: one molecule with the formula C5H10N2, with the ωB97M-V functional and the def2-TZVPD basis.

Each line ends with the natural charge from an NBO analysis.
Element x y z (Å)
C -2.44 -0.76 -0.07  -0.63
C -1.80 0.62 0.03  -0.46
C -0.31 0.50 -0.16  0.07
N 0.21 -0.68 -0.14  -0.27
N 1.56 -0.92 -0.01  -0.25
C 2.44 0.08 -0.71  -0.29
C 2.26 0.04 0.75  -0.26
H -2.05 -1.57 0.61  0.23
H -2.23 -1.30 -1.03  0.23
H -3.54 -0.68 0.23  0.21
H -1.90 0.89 1.13  0.22
H -2.36 1.46 -0.59  0.22
H 0.28 1.48 -0.24  0.16
H 3.21 -0.40 -1.21  0.21
H 2.06 1.00 -1.14  0.20
H 1.64 0.79 1.26  0.20
H 2.99 -0.54 1.29  0.21

Values from the calculation:
**HOMO-LUMO gap**: 9.7 eV
**HOMO energy**: -8.72 eV
**SMILES**: CC/C=N/N1CC1

#R
Computed, not measured: one molecule with the formula C5H10N2, with the ωB97M-V functional and the def2-TZVPD basis.

Each line ends with the natural charge from an NBO analysis.
Element x y z (Å)
C -0.44 -1.37 0.44  -0.48
C -1.60 0.03 -1.41  -0.64
C -0.38 -0.71 -0.93  -0.21
N 1.71 1.39 1.35  -0.64
C 0.00 -0.21 1.26  0.09
C 0.87 -0.04 -1.03  -0.26
N 0.74 0.70 0.62  -0.21
H 1.85 1.05 2.30  0.35
H 1.67 2.38 1.20  0.37
H -1.44 -1.70 0.73  0.22
H 0.25 -2.22 0.54  0.21
H -0.22 -0.07 2.32  0.19
H -1.70 1.02 -0.95  0.17
H -1.55 0.19 -2.49  0.21
H -2.51 -0.53 -1.22  0.20
H 1.78 -0.64 -0.96  0.20
H 0.97 0.75 -1.76  0.20

Values from the calculation:
**HOMO-LUMO gap**: 6.9 eV
**HOMO energy**: -6.22 eV

The winner here is #Q, beating the second structure by 14.0 kcal/mol.

#P
Computed, not measured: one molecule with the formula C5H10N2, with the ωB97M-V functional and the def2-TZVPD basis.

Each line ends with the natural charge from an NBO analysis.
Element x y z (Å)
C 1.88 -1.42 -0.12  -0.07
N 1.86 -0.35 0.59  -0.47
C 0.80 0.49 0.32  0.36
N 1.13 1.81 0.15  -0.80
C -0.37 -0.10 -0.17  -0.18
C -1.33 0.79 -0.93  -0.64
C -1.10 -1.12 0.69  -0.62
H 2.53 -2.22 0.26  0.18
H 0.73 -1.33 -0.74  0.20
H 0.41 2.50 0.28  0.39
H 2.08 2.06 0.39  0.40
H -1.90 1.46 -0.28  0.20
H -0.80 1.42 -1.65  0.22
H -2.06 0.18 -1.46  0.22
H -1.85 -0.63 1.31  0.20
H -1.61 -1.85 0.05  0.20
H -0.40 -1.68 1.30  0.22

Values from the calculation:
**HOMO-LUMO gap**: 8.5 eV
**HOMO energy**: -7.65 eV
**SMILES**: C=NC(N)=C(C)C

#Q
Computed, not measured: one molecule with the formula C5H10N2, with the ωB97M-V functional and the def2-TZVPD basis.

Each line ends with the natural charge from an NBO analysis.
Element x y z (Å)
C 1.78 -0.65 0.86  -0.08
N 1.17 -1.41 0.07  -0.39
C -0.28 -1.27 0.00  -0.35
C -0.76 0.22 0.02  0.27
C -1.63 0.74 1.17  -0.65
N -0.45 1.06 -0.84  -0.40
C 0.53 0.69 -1.91  -0.47
H 2.86 -0.71 0.76  0.19
H 1.22 0.11 1.35  0.15
H -0.64 -1.92 -0.77  0.23
H -0.59 -1.65 0.99  0.22
H -1.02 0.55 2.10  0.20
H -2.61 0.25 1.27  0.22
H -1.80 1.80 1.17  0.23
H 1.04 -0.26 -1.62  0.21
H 0.09 0.80 -2.83  0.21
H 1.09 1.66 -1.79  0.22

Values from the calculation:
**HOMO-LUMO gap**: 10.2 eV
**HOMO energy**: -9.16 eV
**SMILES**: C=NC/C(C)=N\C

The winner here is #Q, beating the second structure by 5.3 kcal/mol.

#P
Computed, not measured: one molecule with the formula C5H10N2, with the ωB97M-V functional and the def2-TZVPD basis.

Each line ends with the natural charge from an NBO analysis.
Element x y z (Å)
H 0.45 2.49 1.77  0.33
N 0.70 1.61 2.25  -0.73
C 0.62 0.61 1.42  0.45
N 0.95 -0.62 1.89  -0.81
C 0.26 0.83 -0.05  -0.52
C -0.54 -0.26 -0.74  0.02
C -1.47 -1.02 -0.12  -0.40
C -0.28 -0.41 -2.21  -0.64
H 1.25 -1.32 1.23  0.39
H 1.45 -0.60 2.77  0.40
H -0.27 1.78 -0.16  0.24
H 1.22 0.94 -0.57  0.23
H -1.69 -0.90 0.94  0.21
H -2.03 -1.78 -0.66  0.20
H -0.40 0.55 -2.72  0.21
H 0.75 -0.77 -2.37  0.21
H -0.96 -1.13 -2.68  0.22

Values from the calculation:
**HOMO-LUMO gap**: 9.9 eV
**HOMO energy**: -9.06 eV
**SMILES**: [H]/N=C(/N)CC(=C)C

#Q
Computed, not measured: one molecule with the formula C5H10N2, with the ωB97M-V functional and the def2-TZVPD basis.

Each line ends with the natural charge from an NBO analysis.
Element x y z (Å)
C -1.99 -0.15 0.08  -0.62
C -1.34 0.32 -1.26  -0.24
N 0.01 0.78 -0.98  -0.50
C 0.65 -0.30 -0.80  0.20
C 1.19 -0.57 0.53  -0.19
C 2.32 0.24 0.98  -0.23
N 1.00 0.47 1.52  -0.57
H -3.08 -0.07 0.02  0.22
H -1.65 0.44 0.94  0.22
H -1.76 -1.20 0.33  0.20
H -1.41 -0.51 -1.98  0.17
H -1.79 1.21 -1.64  0.20
H 0.58 -1.12 -1.53  0.15
H 0.96 -1.58 0.87  0.22
H 3.06 -0.18 1.65  0.20
H 2.68 0.94 0.23  0.20
H 0.57 1.27 1.05  0.38

Values from the calculation:
**HOMO-LUMO gap**: 9.2 eV
**HOMO energy**: -8.58 eV
**SMILES**: CC/N=C/[C@H]1CN1

The winner here is #P, beating the second structure by 67.9 kcal/mol.

#P
Computed, not measured: a 2-piece molecular cluster, C8H16N2 overall, with the ωB97M-V functional and the def2-TZVPD basis.

Each line ends with the natural charge from an NBO analysis.
Element x y z (Å)
C 0.03 -3.02 -2.07  -0.61
C 0.45 -3.20 -0.60  -0.44
C 0.79 -1.80 -0.18  0.11
C 0.28 -0.56 -0.46  -0.14
N 0.91 0.33 0.38  -0.53
C 1.86 -0.36 1.03  0.16
N 1.87 -1.66 0.71  -0.46
H -0.74 -3.79 -2.43  0.20
H 0.77 -3.10 -2.88  0.22
H -0.59 -2.16 -2.30  0.20
H -0.39 -3.72 -0.09  0.22
H 1.41 -3.80 -0.54  0.23
H -0.36 -0.19 -1.22  0.22
H 0.63 1.28 0.54  0.42
H 2.65 0.06 1.62  0.20
C -2.20 3.78 -0.42  -0.61
C -1.34 2.69 0.17  -0.40
C -1.39 2.54 1.74  -0.62
H -2.20 4.68 0.19  0.20
H -3.23 3.48 -0.44  0.21
H -1.88 4.03 -1.45  0.22
H -1.66 1.71 -0.24  0.20
H -0.29 2.80 -0.07  0.18
H -1.79 3.48 2.13  0.21
H -2.17 1.77 1.84  0.21
H -0.48 2.18 2.22  0.21

Values from the calculation:
**HOMO-LUMO gap**: 9.4 eV
**HOMO energy**: -8.56 eV
**SMILES**: CCc1c[nH]cn1.CCC

#Q
Computed, not measured: one molecule with the formula C8H16N2, with the ωB97M-V functional and the def2-TZVPD basis.

Each line ends with the natural charge from an NBO analysis.
Element x y z (Å)
H 3.09 -0.06 1.78  0.34
N 2.50 0.29 1.02  -0.67
C 1.51 -0.46 0.78  0.10
C 0.94 -0.62 -0.88  -0.03
N 1.55 0.36 -1.67  -0.83
C -0.54 -0.34 -0.56  -0.10
C -1.30 0.28 -1.73  -0.61
C -1.24 -1.64 -0.16  -0.61
C -0.28 0.62 0.64  0.01
C -0.03 1.94 0.37  -0.42
C -0.89 0.27 1.99  -0.63
H 1.32 -1.40 1.32  0.15
H 1.17 -1.64 -1.18  0.20
H 2.55 0.18 -1.77  0.37
H 1.44 1.28 -1.22  0.38
H -0.78 1.13 -2.16  0.22
H -1.42 -0.46 -2.52  0.21
H -2.29 0.60 -1.40  0.21
H -2.27 -1.44 0.15  0.21
H -0.74 -2.16 0.66  0.21
H -1.27 -2.32 -1.01  0.21
H 0.37 2.58 1.14  0.20
H -0.23 2.41 -0.58  0.20
H -0.58 1.01 2.73  0.22
H -1.98 0.27 1.91  0.22
H -0.59 -0.70 2.36  0.20

Values from the calculation:
**HOMO-LUMO gap**: 8.6 eV
**HOMO energy**: -8.20 eV
**SMILES**: [H]/N=C/[C@H](N)C(C)(C)C(=C)C

#R
Computed, not measured: a 2-piece molecular cluster, C8H16N2 overall, with the ωB97M-V functional and the def2-TZVPD basis.

Each line ends with the natural charge from an NBO analysis.
Element x y z (Å)
C 2.94 -0.91 0.34  -0.51
C 1.90 -0.69 1.09  -0.29
C -0.20 1.29 -0.65  -0.28
C -0.86 1.17 0.72  -0.28
C -0.31 -0.02 0.02  0.32
C 1.12 2.00 -0.79  -0.60
C -2.35 1.36 0.87  -0.61
C -0.36 -1.88 -1.49  -0.41
N -1.38 -2.05 0.63  -0.65
N -0.94 -1.16 -0.38  -0.29
H 3.91 -1.19 0.76  0.18
H 2.92 -0.83 -0.73  0.19
H 1.81 -0.73 2.16  0.16
H -0.87 1.45 -1.50  0.22
H -0.28 1.56 1.54  0.23
H 1.60 1.74 -1.72  0.21
H 1.77 1.72 0.03  0.24
H 0.97 3.08 -0.77  0.21
H -2.70 0.91 1.80  0.21
H -2.88 0.90 0.04  0.21
H -2.59 2.42 0.90  0.22
H -1.11 -2.59 -1.86  0.21
H -0.09 -1.18 -2.27  0.21
H 0.53 -2.44 -1.17  0.19
H -0.58 -2.38 1.17  0.35
H -1.99 -1.54 1.26  0.36

Values from the calculation:
**HOMO-LUMO gap (alpha / beta)**: 8.1 / 8.1 eV
**HOMO energy (alpha / beta)**: -7.23 / -7.22 eV

The winner here is #P, beating the second structure by 50.0 kcal/mol.